Computed, not measured: C47H42CrN3O6P2 as an isolated structure at a distorted geometry, with the ωB97M-V functional and the def2-TZVPD basis.

Geometry as XYZ:
```
101
Properties=species:S:1:pos:R:3:lowdin_spin:R:1
Cr 0.629 0.246 0.015 2.946
P 1.023 -2.222 0.230 -0.032
P -0.393 2.468 -0.023 -0.009
O 0.864 0.100 -1.965 0.025
O 3.891 1.452 1.771 0.016
O 3.963 1.234 4.689 0.000
O 2.443 0.601 0.319 0.037
O 2.361 0.825 6.188 0.000
O -1.493 -0.274 0.091 0.014
N 0.586 0.317 2.120 -0.015
N -0.273 0.161 3.111 -0.002
N 1.363 0.117 -4.193 0.010
C -0.520 3.709 -1.367 -0.002
C 3.972 -4.184 2.351 0.000
C -1.798 -1.686 0.325 0.001
C 2.695 1.019 5.069 0.000
C -3.410 -3.330 0.945 0.000
C 0.018 4.995 -1.222 -0.002
C 1.695 0.672 3.996 0.002
C 0.909 -4.830 -2.956 0.000
C -4.140 -1.220 -0.217 0.000
C -3.823 0.261 0.178 0.000
C 3.238 -3.736 1.238 -0.004
C -0.540 3.630 2.490 0.000
C 0.334 0.463 4.266 0.013
C 2.176 -4.635 -3.598 -0.002
C -0.543 5.448 -3.519 -0.002
C -3.119 -2.080 0.438 0.000
C -2.484 0.681 0.219 0.000
C -0.005 5.876 -2.328 0.000
C 1.306 0.653 -2.991 0.005
C 0.521 -4.012 -1.919 -0.002
C -1.143 4.190 -3.689 0.000
C 1.605 3.591 1.380 -0.001
C -0.728 -2.569 0.526 -0.004
C 2.478 -3.077 3.862 0.000
C -4.467 2.601 0.446 0.000
C 1.437 -3.126 -1.370 -0.003
C -5.536 -1.666 0.164 0.000
C 1.774 0.666 2.599 0.012
C 2.149 4.302 2.444 0.000
C 2.080 -2.981 1.510 -0.003
C 3.028 -3.603 -3.081 0.000
C 0.848 -1.180 -4.607 0.001
C -3.152 3.040 0.458 -0.001
C 0.191 3.335 1.362 0.001
C -4.808 1.238 0.317 0.000
C 3.568 -3.872 3.634 -0.004
C -2.137 2.046 0.322 -0.003
C 2.678 -2.886 -1.957 -0.002
C 1.831 0.920 -5.329 0.001
C -3.918 -1.502 -1.691 0.000
C -2.335 -4.215 1.239 0.000
C 0.035 4.288 3.531 0.000
C 2.839 0.925 1.537 0.009
C -1.025 -3.861 0.929 -0.002
C 1.742 -2.628 2.828 -0.003
C 1.357 4.525 3.578 -0.001
C -1.033 3.317 -2.599 -0.001
H 2.636 0.454 -5.897 0.000
H 2.493 -5.281 -4.347 0.000
H 3.176 4.638 2.510 0.000
H 0.612 -1.720 -3.687 0.000
H 0.512 6.849 -2.236 0.000
H 4.073 1.209 3.675 0.000
H -0.205 -4.482 1.037 0.000
H -3.074 -0.982 -2.188 0.000
H -2.820 4.039 0.676 0.000
H -0.424 -4.234 -1.447 0.000
H -5.305 3.235 0.698 0.000
H 3.672 -3.903 0.253 0.000
H -4.447 -3.623 1.133 0.000
H -0.388 6.042 -4.463 0.000
H -5.816 0.892 0.158 0.000
H 0.867 -1.982 2.959 0.000
H 1.530 -1.782 -5.180 0.000
H -6.274 -0.987 -0.197 0.000
H 3.308 -2.086 -1.563 0.000
H -1.300 0.088 2.923 0.000
H 4.237 -4.138 4.424 0.000
H 3.888 -3.356 -3.572 0.000
H 1.003 1.090 -6.047 0.000
H -1.394 2.358 -2.807 0.000
H 2.104 1.903 -4.928 0.000
H 1.785 5.133 4.367 0.000
H -2.373 -5.163 1.730 0.000
H 2.166 3.503 0.451 0.000
H -5.894 -2.577 -0.259 0.000
H -0.499 4.591 4.411 0.000
H -3.982 -2.573 -1.915 0.000
H -1.646 3.943 -4.600 0.000
H -0.082 0.559 5.274 0.000
H -0.063 -0.916 -5.129 0.000
H 2.271 -2.701 4.869 0.000
H 1.639 1.689 -3.019 0.001
H 0.183 -5.483 -3.387 0.000
H -4.701 -1.033 -2.283 0.000
H 4.818 -4.805 2.136 0.000
H 0.406 5.329 -0.254 0.000
H -1.626 3.393 2.430 0.000
H -5.866 -1.664 1.199 0.000
```

Charge   +2
Multiplicity   4
Electronic energy   -4158.6751 Eh


Computed, not measured: C27H28BN2NiP as an isolated structure, with the ωB97M-V functional and the def2-TZVPD basis.

Geometry as XYZ:
```
60
Properties=species:S:1:pos:R:3:lowdin_charge:R:1
Ni 0.431 -0.943 1.524 0.274
P -0.048 0.840 0.335 1.106
N -0.032 -2.708 0.407 0.037
N 2.328 -1.297 1.594 0.066
C 1.164 -1.159 -3.629 -0.077
C -2.612 2.111 0.121 -0.091
C -0.600 -4.720 -1.425 -0.055
C -0.672 -0.313 -2.262 -0.247
C 1.482 4.477 -0.901 -0.079
C 0.678 2.467 2.849 -0.052
C -3.678 0.220 1.868 -0.038
C -1.318 -0.715 2.308 -0.197
C 1.743 5.105 0.314 -0.077
C -2.165 -0.138 -2.099 -0.036
C -4.495 1.175 1.266 -0.071
C 0.709 -4.324 -1.191 -0.041
C -0.189 -0.969 -3.401 -0.050
C 0.964 3.161 1.533 -0.257
C -1.808 1.117 0.679 -0.327
C -2.308 0.192 1.608 -0.303
C 1.484 4.451 1.503 -0.049
C 0.264 0.160 -1.334 -0.300
C -3.964 2.136 0.412 -0.082
C 0.703 2.514 0.308 -0.273
C -1.620 -4.086 -0.725 -0.051
C 1.639 -0.052 -1.560 -0.112
C -1.288 -3.092 0.171 -0.123
C 2.093 -0.697 -2.700 -0.071
C 0.950 -3.320 -0.269 -0.099
C 0.964 3.188 -0.901 -0.079
C 3.427 -1.649 1.642 -0.209
B 4.887 -2.195 1.651 -0.429
H -0.823 -5.505 -2.138 0.110
H -1.015 -0.245 3.242 0.066
H 1.493 -1.676 -4.526 0.106
H 0.765 2.694 -1.844 0.102
H -2.462 0.909 -2.225 0.082
H -2.694 -0.727 -2.851 0.080
H 3.156 -0.853 -2.847 0.111
H 1.681 4.983 -1.837 0.103
H -4.608 2.888 -0.029 0.105
H -5.559 1.186 1.481 0.105
H -2.064 -2.568 0.724 0.098
H 1.955 -2.984 -0.065 0.094
H 1.205 1.511 2.911 0.065
H -0.391 2.257 2.964 0.078
H -4.102 -0.498 2.566 0.114
H 5.451 -1.666 0.703 0.002
H 5.382 -1.884 2.718 0.001
H -0.905 -1.339 -4.128 0.110
H 1.697 4.952 2.443 0.113
H 2.356 0.269 -0.815 0.103
H 1.541 -4.782 -1.709 0.112
H 4.788 -3.414 1.513 0.005
H 0.992 3.087 3.688 0.080
H -2.180 2.844 -0.555 0.115
H -1.750 -1.682 2.572 0.056
H -2.658 -4.353 -0.870 0.108
H 2.153 6.109 0.332 0.106
H -2.514 -0.448 -1.117 0.065
```

Multiplicity   1
Electronic energy   -3029.6767 Eh


Computed, not measured: one molecule with the formula C2H8N2 at a distorted geometry, with the ωB97M-V functional and the def2-TZVPD basis.

Geometry as XYZ:
```
12
Properties=species:S:1:pos:R:3:lowdin_charge:R:1
N -0.251 1.435 -0.829 -0.024
N 1.122 -0.375 0.855 -0.024
C -0.291 -0.641 0.578 -0.296
C -0.757 0.046 -0.710 -0.273
H -0.854 -0.234 1.414 0.102
H 0.071 1.734 0.078 0.047
H 1.459 -0.761 1.721 0.059
H -1.845 0.128 -0.645 0.097
H -0.348 -0.515 -1.543 0.100
H 0.467 1.534 -1.539 0.055
H -0.493 -1.710 0.532 0.096
H 1.719 -0.642 0.088 0.063
```

Multiplicity   1
SMILES string   NCCN
Electronic energy   -190.4905 Eh


Computed, not measured: a 2-piece molecular cluster, C8H16Si overall at a distorted geometry, with the ωB97M-V functional and the def2-TZVPD basis.

Geometry as XYZ:
```
25
Properties=species:S:1:pos:R:3:lowdin_charge:R:1
Si 1.630 -0.369 -0.804 0.764
C -1.470 -0.307 -0.084 -0.060
C 2.353 -1.793 0.294 -0.227
C 1.812 -0.635 -2.672 -0.188
C -1.811 0.996 0.386 -0.358
C -1.842 -0.126 1.330 -0.344
C -3.197 -0.641 1.819 -0.082
C -1.672 2.282 0.096 -0.004
C 2.063 1.331 -0.270 -0.239
H -2.975 -1.693 1.918 0.061
H 2.870 -0.713 -2.754 0.019
H 1.638 2.144 -0.938 0.052
H -2.110 -0.971 -0.608 0.053
H -1.412 2.692 -0.870 0.033
H 1.446 -1.556 -2.982 0.003
H 1.498 1.635 0.738 0.087
H -1.237 0.025 2.179 0.109
H 3.401 -1.863 0.078 -0.004
H -1.713 3.118 0.919 0.079
H 2.018 -1.650 1.382 0.048
H 1.394 0.228 -3.105 0.012
H 1.893 -2.813 -0.047 0.057
H -4.178 -0.561 1.343 0.075
H 3.077 1.497 -0.169 -0.016
H -3.475 -0.258 2.820 0.073
```

Multiplicity   1
Electronic energy   -603.6995 Eh


Computed, not measured: one molecule with the formula C9H11N3O2 at a distorted geometry, with the ωB97M-V functional and the def2-TZVPD basis.

Geometry as XYZ:
```
25
Properties=species:S:1:pos:R:3:lowdin_charge:R:1
O 2.228 -1.089 1.546 0.142
O 1.479 0.133 3.248 0.104
N -0.036 -0.253 0.017 0.105
N 1.749 -1.701 -1.657 0.137
N -1.829 0.424 1.051 0.053
C -2.128 -0.974 -0.949 -0.046
C 0.692 -1.220 -2.042 -0.230
C 0.433 0.570 1.074 -0.383
C 1.367 1.715 0.500 -0.016
C -1.294 -0.364 0.070 -0.354
C -1.769 -1.290 -2.174 -0.072
C 1.412 -0.220 2.089 -0.463
C -0.805 1.257 1.755 -0.052
C -0.377 -1.272 -2.794 -0.070
H 2.365 1.190 0.332 0.091
H -0.795 2.333 1.431 0.128
H -3.155 -1.063 -0.676 0.098
H 2.072 -1.205 0.599 0.072
H -2.850 0.725 1.067 0.167
H -0.330 -1.146 -3.931 0.134
H 1.546 2.477 1.317 0.102
H -0.867 1.162 2.778 0.085
H 1.012 2.233 -0.400 0.084
H 2.428 -0.969 -1.344 0.084
H -2.547 -1.450 -2.907 0.099
```

Multiplicity   1
SMILES string   C[C@@]1(C(=O)O)CNC(/C=C\C=C=N)=N1
Electronic energy   -664.2133 Eh


Computed, not measured: one molecule with the formula C6H8N4O at a distorted geometry, with the ωB97M-V functional and the def2-TZVPD basis.

Geometry as XYZ:
```
19
Properties=species:S:1:pos:R:3:lowdin_charge:R:1
O -0.709 -2.668 0.707 0.089
N 2.717 -0.610 -0.058 0.043
N -1.860 0.939 -0.562 0.013
N 4.403 0.892 0.297 0.211
N 3.656 0.107 -0.035 -0.185
C 0.085 -1.842 0.265 -0.471
C -0.019 -0.434 0.632 -0.114
C -2.283 1.967 0.502 -0.091
C -0.967 0.076 -0.445 -0.192
C 1.050 -2.235 -0.783 -0.013
C 2.278 -1.674 -0.806 -0.085
H -0.910 -0.670 -1.274 0.119
H 0.775 -3.085 -1.351 0.109
H -3.405 2.030 0.468 0.080
H -0.435 -0.307 1.655 0.128
H 2.891 -2.049 -1.634 0.120
H -2.145 1.711 1.592 0.076
H 1.030 0.039 0.815 0.135
H -1.797 2.858 0.337 0.029
```

Multiplicity   1
Electronic energy   -527.5227 Eh